No. 1
C4H5ClO3 in the gas phase, computed with ωB97M-V with the def2-TZVPD basis set.

The geometry in XYZ format:
```
13
Properties=species:S:1:pos:R:3:forces:R:3
C -2.47628 -0.77420 -0.21828 -0.23 0.64 -2.72
O -1.14189 -0.81960 0.18532 1.15 -0.91 0.14
C -0.18189 -0.03374 -0.29910 1.14 0.99 1.97
C 1.09039 -0.13847 0.20059 -1.16 1.66 -1.59
Cl 1.64249 -1.47607 1.11999 0.02 -0.01 0.25
C 1.98625 1.09756 -0.03687 -1.21 -0.85 -2.37
O 1.80180 1.89340 -0.93108 -0.52 -0.30 0.82
O 3.04078 1.16191 0.72097 0.94 0.68 0.50
H -2.84516 -1.81488 -0.39706 0.18 1.02 0.45
H -3.03631 -0.16959 0.46554 -0.56 -0.19 0.74
H -2.53251 -0.19495 -1.18916 -0.11 -0.80 0.71
H -0.38953 0.93932 -0.78880 -0.25 -0.91 -0.13
H 3.04187 0.32930 1.16793 0.61 -1.01 1.22
```
Positions in Å, forces in eV/Å.

Summary:
Lowest unoccupied orbital energy = 0.5 eV
Orbital gap = 9.68 eV
ΔE to the lowest compared entry with this formula, charge and spin = 29.7 kcal per mole
SMILES = CO/C=C(\Cl)C(=O)O
Total energy = -841.2916 Ha

=====

No. 2
10 unconnected molecules or ions with the total composition H18NO12, computed with ωB97M-V with the def2-TZVPD basis set.

The geometry in XYZ format:
```
31
Properties=species:S:1:pos:R:3:forces:R:3
N 0.14790 -0.12048 -0.33656 -3.23 -3.06 -2.99
O -0.99573 -0.69816 -0.25888 1.30 -0.09 1.35
O 0.15989 1.06455 -0.12213 1.86 1.90 0.90
O 1.05230 -0.77744 -0.92159 0.16 1.58 0.69
O 1.57799 -3.03355 0.15036 -0.01 -3.37 1.35
H 1.34057 -2.43088 -0.49997 -0.36 2.79 -1.80
H 0.92792 -3.71490 -0.09112 0.43 -0.27 0.54
O 3.56438 0.23349 -0.37426 3.28 -2.31 -2.50
H 2.79384 -0.18915 -0.68973 -1.70 -0.45 -0.01
H 3.40146 0.89913 0.20193 -1.34 2.89 2.66
O -2.08724 -0.58153 -2.71895 -0.37 0.01 -0.63
H -2.06799 -0.38661 -1.77167 0.37 0.15 -0.20
H -1.35270 -0.11788 -3.13974 -0.04 -0.15 0.36
O -1.10965 0.76737 2.58641 1.58 -0.22 2.20
H -1.97422 1.07398 2.75651 -1.44 0.44 -0.31
H -0.94240 0.64085 1.67991 -0.31 -0.18 -2.05
O 1.80860 0.86330 -3.33957 -3.23 -1.15 3.55
H 2.64232 1.21108 -3.52601 2.12 0.87 0.16
H 1.65146 0.79755 -2.28413 1.08 0.24 -3.73
O 0.94783 -1.77827 2.47285 2.09 0.59 1.91
H 0.07345 -1.70038 2.23703 -3.53 1.00 -0.30
H 1.16997 -2.43306 1.84530 1.41 -1.27 -1.38
O -2.02460 2.46431 -1.33832 1.30 -0.46 0.16
H -1.20173 2.09247 -0.95819 -0.59 0.34 1.29
H -1.71033 2.21711 -2.20404 -0.87 0.24 -1.40
O -3.58746 -1.87945 0.57149 1.87 0.18 -0.76
H -3.22861 -1.92165 1.47371 -0.12 0.08 -0.47
H -2.75659 -1.71573 0.00816 -1.75 -0.30 1.30
O 0.94495 3.02165 2.87227 -0.15 -2.60 -2.13
H 0.27877 2.40193 2.37208 1.38 2.02 1.96
H 0.55567 3.73037 3.34686 -1.19 0.57 0.30
```
Positions in Å, forces in eV/Å.

Summary:
Lowest unoccupied orbital energy = 3.0 eV
Net charge = -1
Orbital gap = 10.37 eV
ΔE to the lowest compared entry with this formula, charge and spin = 65.3 kcal per mole
Total energy = -968.3673 Ha

=====

No. 3
2 unconnected molecules or ions with the total composition CH3FN2, computed with ωB97M-V with the def2-TZVPD basis set.

The geometry in XYZ format:
```
7
Properties=species:S:1:pos:R:3:forces:R:3
C 0.13181 -0.24880 -0.38647 -9.00 2.42 -3.55
N 0.89730 -0.67799 0.32670 7.94 -3.03 4.70
N -0.63675 0.22246 -1.32300 -1.53 -1.92 1.63
F 0.80924 0.36186 2.72655 -0.29 -0.85 -0.95
H 0.71302 -0.24774 1.98005 0.41 0.84 1.29
H -0.28439 0.75751 -2.11078 0.78 1.52 -2.62
H -1.63023 -0.16729 -1.21305 1.69 1.03 -0.49
```
Positions in Å, forces in eV/Å.

Summary:
Spin multiplicity = 3
Lowest unoccupied orbital energy (spin up / spin down) = 0.5 / -4.7 eV
Orbital gap (spin up / spin down) = 5.46 / 8.69 eV
ΔE to the lowest compared entry with this formula, charge and spin = 8.9 kcal per mole
Total energy = -249.0375 Ha

=====

No. 4
A molecular structure, C15H39FO7SSi2, computed with ωB97M-V with the def2-TZVPD basis set.

The geometry in XYZ format:
```
65
Properties=species:S:1:pos:R:3:forces:R:3
F 3.25742 -0.66882 -5.69555 0.03 0.06 -0.05
Si 4.36238 0.39238 -6.19336 0.01 0.02 0.00
O 3.66171 1.86164 -6.27797 -0.04 -0.19 0.16
Si 2.65295 2.58676 -5.16574 0.12 0.04 -0.06
C 0.87050 2.15163 -5.52501 -0.12 -0.02 -0.06
C 0.61076 1.44617 -6.86487 0.05 -0.01 0.06
C -0.81168 0.90962 -6.99130 -0.10 0.04 -0.01
S -1.15827 -0.55565 -5.94680 0.13 0.17 0.05
H 5.43153 0.37587 -5.18267 -0.01 0.00 -0.02
H 4.81434 -0.01742 -7.52745 -0.02 0.02 0.00
H 2.89582 4.04051 -5.23714 -0.01 0.00 -0.05
H 3.05962 2.09888 -3.82526 -0.04 0.03 0.00
H 0.29281 3.08287 -5.49992 -0.03 -0.08 0.07
H 0.49306 1.52796 -4.70792 0.02 0.03 -0.01
H 1.31372 0.62094 -7.01502 -0.05 0.04 0.01
H 0.78842 2.14734 -7.68561 -0.01 -0.02 0.01
H -1.02150 0.63266 -8.02384 0.03 0.01 0.02
H -1.52661 1.68088 -6.69493 0.02 -0.04 -0.06
H 0.11308 -0.76675 -5.57831 -0.01 -0.09 -0.02
C -0.85456 -4.74548 0.73080 -0.06 -0.09 -0.02
O -0.67938 -3.83473 -0.32725 0.11 0.15 0.07
C -1.81608 -3.04770 -0.61865 -0.13 -0.07 -0.07
C -1.43647 -1.62810 -0.97494 -0.05 -0.05 0.01
O -0.97355 -0.85735 0.12194 -0.07 0.08 0.03
C 0.33197 -1.08143 0.62709 0.06 0.06 0.01
C 1.44188 -0.56418 -0.26109 0.09 0.07 0.06
O 1.60608 -1.37176 -1.40893 -0.14 -0.08 0.00
C 1.82610 -0.66159 -2.60238 0.03 0.05 -0.05
H -1.46711 -5.60605 0.43732 -0.02 0.02 -0.02
H 0.13269 -5.10287 1.01899 0.00 -0.02 -0.01
H -1.32590 -4.26677 1.59715 0.03 0.01 0.01
H -2.50268 -3.03351 0.23678 0.04 0.03 0.02
H -2.35761 -3.47323 -1.47512 -0.03 -0.05 0.05
H -2.35624 -1.13048 -1.29254 0.05 0.03 -0.06
H -0.73498 -1.61510 -1.81095 0.07 -0.05 0.07
H 0.50166 -2.13071 0.87750 -0.03 -0.02 -0.11
H 0.37080 -0.49534 1.55001 0.00 -0.07 0.03
H 2.37039 -0.55925 0.32628 0.02 0.04 -0.04
H 1.21985 0.47177 -0.54419 -0.03 -0.02 -0.03
H 1.12476 0.17755 -2.69624 0.00 -0.02 -0.03
H 1.66402 -1.35181 -3.42908 0.04 -0.01 0.00
H 2.84690 -0.26977 -2.67471 0.02 0.01 0.06
C -2.56489 -0.00021 2.72674 -0.04 -0.05 -0.04
O -2.64937 0.58470 4.00731 0.17 0.05 0.05
C -2.87761 -0.33101 5.05814 -0.10 -0.08 0.02
C -2.05087 0.00783 6.27949 -0.05 -0.08 -0.04
O -0.66306 -0.24783 6.12339 0.00 0.01 0.01
C 0.11647 0.71305 5.43057 0.06 0.02 0.05
C 0.51993 1.90505 6.27061 0.14 0.05 -0.01
O -0.57853 2.75760 6.52792 -0.15 -0.17 0.01
C -0.59204 3.32020 7.81797 0.07 0.08 0.02
H -3.54954 -0.28426 2.33705 -0.01 -0.01 0.03
H -2.12315 0.73010 2.05244 -0.03 0.01 0.00
H -1.92794 -0.89064 2.73666 0.02 0.02 -0.01
H -2.63987 -1.35207 4.73667 0.05 0.02 -0.01
H -3.93688 -0.31055 5.35104 -0.01 -0.03 -0.05
H -2.37173 -0.67016 7.07467 -0.01 0.08 0.05
H -2.24362 1.03382 6.59744 0.07 0.04 -0.07
H -0.36726 1.04442 4.51001 -0.09 0.01 0.04
H 1.04063 0.18915 5.17166 -0.03 0.01 -0.09
H 1.29723 2.45387 5.72022 0.02 0.03 0.06
H 0.96102 1.55286 7.21040 -0.05 -0.03 0.01
H -0.39868 2.56318 8.58603 -0.03 -0.01 -0.01
H -1.58308 3.74156 7.97831 0.01 0.02 -0.01
H 0.15022 4.11981 7.92616 0.02 -0.02 -0.02
```
Positions in Å, forces in eV/Å.

Summary:
Lowest unoccupied orbital energy = 0.8 eV
Orbital gap = 9.80 eV
ΔE to the lowest compared entry with this formula, charge and spin = 0.0 kcal per mole
Total energy = -2198.6507 Ha